Below is an isolated molecule of C2HN3O3 in a non-equilibrium geometry, with properties calculated with ωB97M-V/def2-TZVPD.

Values from the calculation:
Lowest unoccupied orbital energy in Ha: 0.003
Frontier orbital gap in eV: 11.41
Energy relative to the best compared isomer or geometry (same formula, charge and spin) in kcal per mole: 119.26
Structure (SMILES): O=COc1nnno1
DFT total energy in Eh: -466.677791
E_HOMO in eV: -11.3329

Geometry as XYZ:
```
9
Properties=species:S:1:pos:R:3:forces:R:3:nbo_charge:R:1
O 2.05117 -0.56981 0.37432 2.839 -1.726 -0.705 -0.47
C 1.58057 0.03822 1.23864 -2.724 -0.079 0.488 0.64
O 0.42218 0.77413 0.81960 -1.278 -0.534 -0.775 -0.52
C -0.29630 0.26108 -0.28633 -2.422 1.134 3.841 0.73
N -0.16535 -0.40935 -1.35217 3.202 -0.133 0.308 -0.33
N -1.35455 -0.55115 -1.89148 -2.897 1.041 -0.888 -0.05
N -2.26614 0.05761 -1.22475 1.153 -1.770 0.167 0.11
O -1.68649 0.46799 -0.06259 2.281 1.133 -0.619 -0.29
H 1.71493 -0.06872 2.38477 -0.155 0.935 -1.817 0.18
```
Positions in Å, forces in eV/Å.